Density functional theory data (wB97M-V/def2-TZVPD) for a structure of composition C22H24BiBrN8O2S.

Geometry (Å):
1 Bi -0.94721 0.02291 -0.32385
2 O 0.54166 -5.53604 -0.66622
3 C -0.46312 -5.05959 -1.45816
4 C -1.19031 -5.88305 -2.30902
5 C -2.21839 -5.35441 -3.06986
6 C -2.51952 -4.00140 -3.00038
7 C -1.78312 -3.18037 -2.16457
8 C -0.75926 -3.69704 -1.38196
9 C 0.05748 -2.84841 -0.43006
10 O 0.30468 -1.55189 -0.89399
11 N -0.55910 -2.80989 0.91050
12 N -1.11009 -1.67653 1.37448
13 C -1.72881 -1.66266 2.50371
14 C -2.21299 -0.51407 3.21285
15 Br -2.43393 1.13825 2.22685
16 C -2.57107 -0.46784 4.51024
17 C -2.42363 -1.49050 5.53174
18 C -1.43241 -2.48291 5.52654
19 C -1.38598 -3.43229 6.52963
20 C -2.30592 -3.40071 7.56960
21 C -3.25603 -2.38976 7.62017
22 C -3.30963 -1.44101 6.61756
23 H 0.66810 -6.47729 -0.82661
24 H -0.94478 -6.93747 -2.36644
25 H -2.78318 -6.00359 -3.72452
26 H -3.31893 -3.59467 -3.60387
27 H -1.99658 -2.11618 -2.12907
28 H 1.02695 -3.33829 -0.29654
29 H -0.87605 -3.69795 1.27796
30 H -1.88031 -2.60676 3.02307
31 H -3.04981 0.44423 4.85001
32 H -0.65482 -2.46676 4.77394
33 H -0.61676 -4.19282 6.51478
34 H -2.27055 -4.14971 8.34867
35 H -3.95056 -2.33958 8.44739
36 H -4.06363 -0.66394 6.64770
37 C 4.82678 -0.36064 -4.03307
38 C 3.60208 0.43620 -3.80690
39 N 3.07349 1.25833 -4.65595
40 N 1.97546 1.73290 -4.04913
41 C 1.79690 1.23197 -2.82121
42 S 0.50850 1.75839 -1.80876
43 N 2.83769 0.39741 -2.65400
44 N 3.17937 -0.28082 -1.49836
45 H 5.20342 -0.11445 -5.02241
46 H 4.61600 -1.43138 -4.00242
47 H 5.60308 -0.13271 -3.30142
48 H 1.39705 2.42446 -4.50069
49 H 3.90176 -0.95191 -1.72669
50 H 2.35539 -0.76558 -1.14213
51 N 2.03038 1.86998 2.31716
52 C 2.45782 0.57549 2.46296
53 C 1.59246 -0.18813 1.74750
54 N 0.65363 0.64183 1.17640
55 C 0.94736 1.88176 1.53946
56 H 2.46183 2.68397 2.72728
57 H 3.31927 0.30288 3.04581
58 H 1.56777 -1.25440 1.60469
59 H 0.39596 2.76193 1.25705

Summary:
Energy relative to the best compared isomer or geometry (same formula, charge and spin) ... 3.2 kJ/mol
HOMO level ... -13.1 eV
Charge ... +2


Density functional theory data (wB97M-V/def2-TZVPD) for a structure of composition C19H16N4O2Tc.

Geometry (Å):
1 Tc 0.12650 1.01330 -0.16305
2 C 3.45944 -1.31300 -3.52588
3 C 2.07407 -1.24795 -3.59479
4 C 1.33346 -1.05873 -2.43923
5 C 1.99295 -0.94566 -1.21308
6 C 3.38523 -0.99591 -1.13971
7 C 4.11025 -1.18419 -2.30350
8 N 1.19250 -0.64985 -0.07919
9 C 1.36028 -1.19550 1.14091
10 C 2.16148 -2.32193 1.47304
11 C 2.12512 -2.78597 2.75080
12 C 1.31883 -2.16768 3.75369
13 C 0.53582 -1.08209 3.47882
14 C 0.55873 -0.58398 2.16775
15 N -0.14137 0.46535 1.68194
16 N -1.25927 0.95111 2.24562
17 C -1.64785 2.00049 1.59266
18 C -3.05092 2.01302 1.14858
19 C -3.50875 3.35127 0.66615
20 C -2.58934 4.22788 0.25070
21 C -1.21165 3.78719 0.15702
22 N -0.76486 2.71773 0.74368
23 H 4.03672 -1.46318 -4.42778
24 H 1.57157 -1.35847 -4.54576
25 H 0.24920 -1.05834 -2.46721
26 H 3.89154 -0.86021 -0.19269
27 H 5.19004 -1.22165 -2.25911
28 H 2.74690 -2.81686 0.71218
29 H 2.70766 -3.65660 3.01910
30 H 1.32955 -2.57862 4.75415
31 H -0.07544 -0.60536 4.23181
32 H -3.72946 1.52829 1.84336
33 H -4.56492 3.58426 0.68225
34 H -2.84859 5.21506 -0.10484
35 H -0.51212 4.33595 -0.46532
36 C -3.43180 -0.75004 -1.82298
37 O -2.07552 -0.33655 -1.42983
38 C -1.87768 0.55203 -0.52337
39 O -2.99035 1.05121 -0.03647
40 H -3.27305 -1.51453 -2.57304
41 H -3.95813 0.10625 -2.23365
42 H -3.94679 -1.14752 -0.95372

Summary:
Energy relative to the best compared isomer or geometry (same formula, charge and spin) ... 0.0 kJ/mol
HOMO level (spin up / spin down) ... -14.4 / -14.6 eV
Charge ... +2
Multiplicity ... 2


Density functional theory data (wB97M-V/def2-TZVPD) for a structure of composition C22H25AsClF6N4RhS2Sb at a distorted geometry.

Geometry (Å):
1 Rh 0.06373 1.39764 0.22507
2 C 5.26496 0.80502 -0.17842
3 S 4.70796 2.21569 0.79643
4 C 3.02599 2.30716 0.46432
5 S 2.22925 1.25230 -0.70229
6 N 2.37264 3.23211 1.08925
7 N 1.06692 3.25438 0.82215
8 C 0.41400 4.33840 0.67582
9 C -0.98085 4.22323 0.28913
10 C -1.83840 5.31170 0.24311
11 C -3.14805 5.12069 -0.16572
12 C -3.56471 3.84499 -0.51701
13 C -2.65113 2.80796 -0.45974
14 N -1.38940 2.99281 -0.07112
15 H 6.34275 0.91536 -0.27013
16 H 4.81610 0.80975 -1.16695
17 H 5.03456 -0.12169 0.34166
18 H 0.90219 5.30484 0.74938
19 H -1.47304 6.28919 0.52649
20 H -3.83424 5.95521 -0.21156
21 H -4.57896 3.65451 -0.83655
22 H -2.93033 1.80296 -0.74221
23 C -2.40237 -0.41932 -2.31005
24 As -0.93712 -0.57345 -1.03534
25 C -1.65428 -2.01398 0.04129
26 C 0.54831 -1.38448 -2.09580
27 C 0.17859 -2.69021 -2.70290
28 C -0.26637 -2.80879 -4.02019
29 C -0.57976 -4.08396 -4.59414
30 C -0.46311 -5.23775 -3.85067
31 C -0.00516 -5.13984 -2.54274
32 C 0.31464 -3.86619 -1.96847
33 H -2.54771 -1.38387 -2.79582
34 H -2.21820 0.34812 -3.05999
35 H -3.31458 -0.17853 -1.76541
36 H -2.07436 -2.77464 -0.61838
37 H -2.45840 -1.60717 0.65419
38 H -0.89950 -2.44441 0.68872
39 H 1.35592 -1.50181 -1.37259
40 H 0.81961 -0.62860 -2.83143
41 H -0.35037 -1.91471 -4.62711
42 H -0.90373 -4.14798 -5.62520
43 H -0.71276 -6.19775 -4.27841
44 H 0.11775 -6.03855 -1.95073
45 H 0.69629 -3.80633 -0.95292
46 Cl 1.64396 0.49527 5.55584
47 C 0.32648 0.58263 4.47436
48 C -0.90890 0.03564 4.78366
49 C -1.93702 0.14330 3.85955
50 C -1.69518 0.77208 2.65519
51 N -0.49380 1.29050 2.36536
52 C 0.49724 1.20744 3.24686
53 H -1.05932 -0.46398 5.73099
54 H -2.91772 -0.25642 4.07548
55 H -2.47308 0.89043 1.91204
56 H 1.45646 1.63731 2.98395
57 F 0.77919 -0.82856 1.09367
58 Sb 2.28403 -2.01432 1.64606
59 F 1.36946 -2.13598 3.27498
60 F 3.11236 -0.38696 2.16185
61 F 3.78079 -3.01376 2.09398
62 F 2.94561 -1.78035 -0.12459
63 F 1.19416 -3.39424 0.92373

Summary:
Energy relative to the best compared isomer or geometry (same formula, charge and spin) ... 134.8 kJ/mol
HOMO level (spin up / spin down) ... -13.6 / -13.6 eV
Charge ... +2
Multiplicity ... 2


- energy relative to the best compared isomer or geometry (same formula, charge and spin) of number 3 (C22H25AsClF6N4RhS2Sb)?
  134.8 kJ/mol